# 1
Formula: C42H40GeIrN4P2S2Se2
Source: the Open Molecules 2025 dataset
Level of theory: ωB97M-V/def2-TZVPD

The value obtained for the HOMO-LUMO gap is 0.231 hartree. Its charge is +1.

```
94
C42H40GeIrN4P2S2Se2 (ωB97M-V/def2-TZVPD)
Ir -0.13 -0.14 -0.47
S 1.53 1.57 -0.50
P -0.06 2.74 0.14
C -1.20 1.50 0.41
P -1.39 0.80 1.95
S 0.01 -0.71 1.84
C -1.25 1.82 3.43
C -2.09 2.92 3.58
C -2.04 3.68 4.74
C -1.16 3.32 5.76
C -0.33 2.22 5.61
C -0.37 1.47 4.45
C -3.04 0.08 2.14
C -3.24 -1.07 2.91
C -4.51 -1.59 3.07
C -5.60 -0.96 2.47
C -5.41 0.19 1.72
C -4.13 0.71 1.55
C 0.47 3.83 1.48
C -0.17 5.04 1.73
C 0.22 5.83 2.79
C 1.25 5.42 3.62
C 1.89 4.21 3.39
C 1.50 3.42 2.32
C -0.64 3.87 -1.15
C -0.02 5.09 -1.39
C -0.51 5.94 -2.37
C -1.61 5.57 -3.13
C -2.22 4.34 -2.90
C -1.75 3.50 -1.91
H -2.79 3.19 2.79
H -2.68 4.54 4.85
H -1.13 3.91 6.66
H 0.35 1.95 6.41
H 0.29 0.62 4.32
H -2.39 -1.57 3.36
H -4.66 -2.48 3.66
H -6.59 -1.37 2.60
H -6.26 0.68 1.26
H -3.97 1.59 0.94
H -0.99 5.37 1.09
H -0.28 6.77 2.98
H 1.56 6.04 4.45
H 2.69 3.88 4.03
H 2.00 2.47 2.13
H 0.85 5.39 -0.81
H -0.03 6.90 -2.54
H -1.99 6.24 -3.89
H -3.09 4.06 -3.48
H -2.24 2.56 -1.69
Se -0.86 -7.75 -1.22
N -2.03 -6.42 -1.04
C -1.34 -5.31 -0.99
C -1.95 -3.99 -0.84
C -3.32 -3.79 -0.75
C -3.80 -2.50 -0.65
C -2.90 -1.44 -0.61
N -1.58 -1.63 -0.64
C -1.10 -2.88 -0.79
C 0.34 -3.02 -0.90
N 1.05 -1.87 -0.89
C 2.37 -1.93 -0.97
C 3.05 -3.13 -1.10
C 2.34 -4.31 -1.14
C 0.95 -4.26 -1.04
C 0.09 -5.44 -1.08
N 0.55 -6.66 -1.21
H -3.99 -4.64 -0.78
H -4.86 -2.29 -0.59
H -3.22 -0.41 -0.54
H 2.89 -0.98 -0.93
H 4.13 -3.13 -1.17
H 2.83 -5.27 -1.25
C 2.84 0.29 -5.06
Ge 1.58 1.79 -5.06
C 1.33 2.44 -6.89
C 2.26 3.21 -3.94
C -0.26 1.25 -4.54
Se -0.66 -0.05 -3.13
C 0.26 -1.53 -4.00
H 3.81 0.66 -5.40
H 2.55 -0.51 -5.75
H 2.97 -0.12 -4.06
H 2.27 2.87 -7.27
H 0.57 3.23 -6.91
H 1.03 1.64 -7.56
H 3.28 3.46 -4.23
H 2.26 2.92 -2.90
H 1.65 4.10 -4.06
H -0.75 0.80 -5.41
H -0.83 2.14 -4.28
H 1.01 -1.12 -4.67
H -0.46 -2.11 -4.56
H 0.75 -2.16 -3.27
```

# 2
Formula: C6H12N2
Source: the Open Molecules 2025 dataset
Level of theory: ωB97M-V/def2-TZVPD

Its structure (SMILES) is Cc1c[nH]cn1.CC. The value obtained for the HOMO-LUMO gap is 0.349 hartree.

```
20
C6H12N2 (ωB97M-V/def2-TZVPD)
C 1.29 2.16 2.47
C 1.70 1.28 1.26
H 1.85 1.84 3.35
H 1.56 3.19 2.27
H 0.24 2.15 2.74
H 1.71 1.92 0.38
H 1.03 0.44 1.11
H 2.70 0.91 1.51
C -1.73 -2.91 -1.19
C -1.07 0.53 -0.55
C -1.24 -1.51 -1.21
C -0.21 -0.95 -1.91
N -1.76 -0.56 -0.36
N -0.12 0.35 -1.49
H -1.31 1.47 -0.09
H 0.50 1.02 -1.90
H 0.37 -1.44 -2.67
H -2.00 -3.26 -0.20
H -0.96 -3.57 -1.59
H -2.56 -3.06 -1.91
```

# 3
Formula: C2H8N
Source: the Open Molecules 2025 dataset
Level of theory: ωB97M-V/def2-TZVPD

The value obtained for the HOMO-LUMO gap is 0.381 hartree. Its charge is +1.

```
11
C2H8N (ωB97M-V/def2-TZVPD)
N -0.22 -1.46 -0.70
H 0.50 -2.08 -1.08
H -0.98 -2.14 -0.53
H -0.67 -0.97 -1.49
H -0.15 -0.84 0.09
C 0.92 0.90 0.52
C -0.27 1.52 0.76
H 1.23 1.07 -0.54
H 1.39 0.23 1.32
H -0.68 2.33 0.10
H -1.07 1.46 1.57
```

# 4
Formula: C2H7CaO2
Source: the Open Molecules 2025 dataset
Level of theory: ωB97M-V/def2-TZVPD

The value obtained for the HOMO-LUMO gap (alpha / beta) is 0.166 / 0.172 hartree. Its charge is -1.

```
12
C2H7CaO2 (ωB97M-V/def2-TZVPD)
C 0.13 1.54 -0.14
H 0.86 2.30 0.21
H 1.02 1.25 -0.73
H -0.51 1.99 0.64
O -0.30 -1.04 1.48
Ca 1.06 0.26 2.33
H -1.32 -0.43 0.91
O -0.69 0.41 -0.39
C -0.09 -1.31 -0.82
H -1.09 -1.68 -1.11
H 0.53 -1.00 -1.68
H 0.40 -2.30 -0.70
```

# 5
Formula: C7H12N2S
Source: the Open Molecules 2025 dataset
Level of theory: ωB97M-V/def2-TZVPD

Its structure (SMILES) is CC(S)=C=N.C1=NCCC1. The value obtained for the HOMO-LUMO gap is 0.314 hartree.

```
22
C7H12N2S (ωB97M-V/def2-TZVPD)
C 2.75 1.22 0.50
C -2.55 -0.21 -0.18
C -2.04 -0.24 -1.69
C -1.31 -0.28 0.62
C -0.62 0.36 -1.34
C 2.04 -1.08 1.12
C 2.38 0.01 0.16
N 3.28 2.29 0.74
N -0.22 0.41 -0.12
S 2.78 -0.66 -1.38
H -3.03 0.71 0.10
H -3.25 -0.99 0.08
H -2.11 -1.25 -2.22
H -2.75 0.26 -2.39
H -1.44 0.21 1.65
H -1.00 -1.25 0.85
H 2.98 3.16 0.77
H 0.07 0.66 -2.04
H 1.12 -1.60 0.88
H 1.96 -0.76 2.13
H 2.92 -1.86 0.93
H 1.57 -1.04 -1.75
```

# 6
Formula: H21O10
Source: the Open Molecules 2025 dataset
Level of theory: ωB97M-V/def2-TZVPD

The spin multiplicity is 2. The value obtained for the HOMO-LUMO gap (alpha / beta) is 0.136 / 0.384 hartree. Its expectation value of S² is 0.75.

```
31
H21O10 (ωB97M-V/def2-TZVPD)
O 3.04 -0.86 -0.72
H 2.65 0.02 -0.71
H -0.68 -1.90 -1.34
O -1.90 -0.56 -2.28
H -2.45 -0.01 -1.52
H -1.10 0.14 -2.46
O -2.69 -1.84 0.42
H 0.23 -1.50 0.17
H -2.89 -2.34 1.19
O -0.32 3.08 1.79
H 0.07 2.33 1.36
H 0.48 3.65 2.13
O 2.63 1.70 1.61
H -3.46 -1.63 -0.06
H 3.43 2.15 1.17
O 0.58 -1.11 -3.02
H 1.54 -1.24 -2.91
H 2.01 2.35 2.08
O -0.13 -2.64 2.14
H 0.30 -1.60 -3.73
H 0.22 -2.07 2.92
O 0.10 2.88 -0.65
H 0.43 2.84 -1.55
H 0.73 -3.16 2.07
O -0.42 -2.21 -0.45
H 3.91 -0.48 -1.12
O -1.91 0.64 1.09
H -0.99 0.45 1.46
H -0.70 3.38 -0.40
H -1.18 -2.12 0.24
H -1.52 1.67 1.07
```